C39H77BBrNO19S | ωB97M-V/def2-TZVPD

E   -163632.7796 eV
LUMO level   -1.7 eV
SMILES string   CCOB(O)C1=C(CCC(N)=O)C(=O)C(C[SH](=O)=O)=C(C[C@@H](C)Br)C1=O.COCCOCCOC.COCCOCCOC.COCCOCCOC.COCCOCCOC
HOMO   -8.847 eV

Geometry as XYZ:
```
139
Properties=species:S:1:pos:R:3:mulliken_charge:R:1
C -2.62407 -3.16831 0.44735 -1.339
C -1.36380 -2.95456 1.28695 0.126
O -0.62614 -1.79620 0.87823 -0.642
B -0.65735 -0.76596 1.77728 1.259
O 0.54359 -0.21828 2.09593 -0.718
C -2.05895 -0.25157 2.35378 0.407
C -2.40949 -0.27194 3.65795 0.485
C -1.43368 -0.80175 4.69361 -0.878
C -1.82295 -0.74119 6.17116 -0.943
C -2.64682 -1.95652 6.56331 0.504
N -3.72086 -1.77866 7.40922 -0.560
O -2.32220 -3.07213 6.16997 -0.614
C -3.78327 0.16806 4.00831 0.196
O -4.35370 -0.14844 5.03960 -0.589
C -4.54215 0.99199 3.02852 0.404
C -5.73400 1.71682 3.58535 -1.532
S -5.16339 2.88083 4.84436 0.902
O -5.38278 2.41231 6.18063 -0.642
O -3.81212 3.23936 4.51053 -0.465
C -4.20574 1.02626 1.73534 0.521
C -4.89715 1.76858 0.63688 -0.922
C -5.82103 0.90978 -0.27275 -0.319
C -5.22318 0.56817 -1.63169 -1.217
Br -6.37921 -0.78027 0.57901 -0.192
C -3.00911 0.24705 1.31345 0.111
O -2.77460 0.07756 0.13157 -0.610
H -2.66870 -4.20569 0.13183 0.416
H -2.60165 -2.56261 -0.44826 0.240
H -3.52251 -2.96137 1.01764 0.299
H -1.62048 -2.93683 2.34375 -0.214
H -0.70737 -3.80380 1.13464 0.691
H 0.48710 0.53153 2.69047 0.058
H -0.51517 -0.23938 4.59839 0.578
H -1.19702 -1.83533 4.45717 0.360
H -0.93770 -0.70944 6.79611 0.439
H -2.39647 0.15364 6.38550 0.269
H -4.03040 -0.81984 7.47460 0.318
H -4.50426 -2.35964 7.15160 0.277
H -6.24462 2.31205 2.84201 0.610
H -6.41651 1.02998 4.07126 0.515
H -5.94325 3.98308 4.69024 0.141
H -4.11800 2.18581 0.00935 0.128
H -5.47880 2.59953 1.01179 0.447
H -6.75364 1.43688 -0.40196 0.613
H -4.55833 1.34508 -1.98551 0.305
H -4.69773 -0.37258 -1.56531 0.287
H -6.01910 0.42121 -2.35450 0.403
C -4.37572 6.02037 3.23680 -0.607
O -3.52621 6.25898 2.13756 -0.437
C -3.01308 5.05890 1.57381 0.682
C -2.98277 5.11922 0.06293 -0.713
O -4.25373 5.03711 -0.56737 -0.374
C -5.13805 6.14446 -0.48328 -0.351
C -4.72612 7.35819 -1.28748 -0.652
O -3.62912 8.03116 -0.69573 -0.298
C -2.69085 8.52958 -1.62501 -0.790
H -3.79897 5.77649 4.13184 0.383
H -4.96606 6.91964 3.41495 0.364
H -5.05881 5.19615 3.00145 0.061
H -3.60867 4.19411 1.88725 -0.452
H -1.98666 4.91966 1.93501 -0.002
H -2.44875 4.22764 -0.27860 0.481
H -2.41537 5.98162 -0.28937 0.308
H -5.34801 6.41157 0.55404 0.134
H -6.07378 5.78184 -0.91734 0.404
H -5.57612 8.05256 -1.32069 0.419
H -4.48974 7.04843 -2.31092 0.343
H -2.43421 7.77591 -2.37729 0.362
H -1.78791 8.78422 -1.07219 0.237
H -3.06674 9.43069 -2.12168 0.317
C 2.52812 -2.78215 0.69262 -0.613
O 3.06385 -3.40434 -0.45948 -0.386
C 2.10620 -3.61071 -1.48198 -0.244
C 2.67992 -3.34102 -2.85634 -0.077
O 2.90430 -1.97445 -3.16201 -0.503
C 3.96774 -1.29785 -2.51204 -0.218
C 5.35342 -1.70637 -2.96618 -0.605
O 5.71092 -2.99220 -2.48846 -0.316
C 6.42747 -3.77210 -3.42165 -0.594
H 1.94748 -3.49951 1.28432 0.336
H 3.36346 -2.42290 1.29275 0.332
H 1.89760 -1.93159 0.43045 0.205
H 1.22557 -2.97719 -1.32846 0.079
H 1.79013 -4.66313 -1.44499 0.383
H 1.93097 -3.66723 -3.58343 0.363
H 3.57630 -3.93765 -3.03856 -0.031
H 3.87264 -1.35025 -1.42639 0.053
H 3.84111 -0.24940 -2.79473 0.415
H 6.07459 -0.98071 -2.56668 0.384
H 5.39611 -1.67294 -4.06028 0.340
H 5.95620 -3.74893 -4.41036 0.184
H 6.41980 -4.80075 -3.06407 0.208
H 7.46688 -3.43541 -3.50402 0.389
C 0.10442 2.84602 4.20918 -0.863
O 1.24558 2.99844 3.39518 -0.338
C 0.95251 3.38693 2.06127 0.903
C 1.94639 4.39782 1.53370 -0.686
O 1.82446 5.70181 2.07607 -0.462
C 2.20816 5.93058 3.42302 -0.213
C 3.69676 5.87229 3.68723 -0.575
O 4.18699 4.54237 3.64565 -0.269
C 5.45755 4.41756 3.04471 -0.811
H -0.42101 1.91034 3.97715 0.168
H 0.44071 2.81307 5.24469 0.350
H -0.59334 3.68157 4.09795 0.440
H -0.05717 3.80482 1.98923 -0.461
H 1.00257 2.48821 1.43141 0.266
H 1.73624 4.52123 0.46827 0.437
H 2.96819 4.02348 1.61395 0.215
H 1.65967 5.28473 4.11079 0.030
H 1.89091 6.95614 3.62698 0.417
H 3.88280 6.27322 4.69221 0.389
H 4.21690 6.50335 2.95900 0.355
H 5.50974 4.97155 2.10119 0.373
H 5.61610 3.36131 2.83193 0.238
H 6.24927 4.76422 3.71783 0.313
C 4.85204 -7.64144 -9.84145 -0.784
O 4.78585 -8.25833 -8.57456 -0.301
C 6.03882 -8.37209 -7.92160 -0.554
C 5.92955 -8.09944 -6.43690 -0.333
O 5.72492 -6.74038 -6.08632 -0.417
C 4.46627 -6.14061 -6.34913 -0.418
C 3.33026 -6.61410 -5.46897 -0.434
O 2.90657 -7.92346 -5.81052 -0.334
C 2.57775 -8.72599 -4.69809 -0.767
H 5.25499 -8.32849 -10.59384 0.322
H 3.83732 -7.36466 -10.12389 0.232
H 5.46308 -6.73293 -9.81185 0.359
H 6.77273 -7.68679 -8.35898 0.341
H 6.40099 -9.40013 -8.05489 0.394
H 6.89697 -8.35420 -5.99692 0.396
H 5.18723 -8.74879 -5.96983 0.137
H 4.20279 -6.20843 -7.40586 0.099
H 4.61546 -5.08088 -6.12492 0.420
H 2.47730 -5.93730 -5.61119 0.378
H 3.64455 -6.56238 -4.42057 0.324
H 3.34486 -8.66317 -3.91863 0.347
H 2.52309 -9.75739 -5.04385 0.246
H 1.60568 -8.44270 -4.27918 0.317
```